# 1
Density functional theory data (ωB97M-V/def2-TZVPD) for C44H38Cl4N5O4P2S2Sn as an isolated structure.

Computed properties:
**Charge**: -1
**Calculated total energy**: -5808.5149 hartree
**Molar mass**: 1087.4 g/mol
**Highest occupied orbital energy**: -4.5 eV

```
100
Properties=species:S:1:pos:R:3:forces:R:3
Sn 0.82317 -0.96184 0.68275 -0.002 0.112 0.004
Cl 1.55376 -4.26019 -3.26296 -0.008 0.032 -0.006
Cl 3.21133 -6.77464 -2.37949 -0.006 -0.002 -0.005
Cl 3.32801 -4.81963 2.68893 -0.001 -0.009 0.005
Cl 4.11830 -7.06195 0.61002 0.005 -0.017 0.006
S -2.11075 4.15023 0.83162 -0.004 0.000 -0.016
S -3.43026 3.84019 -1.83942 -0.008 -0.002 0.020
P 0.08515 0.34383 -2.53520 -0.156 0.087 0.040
P 1.83321 0.13134 3.15966 -0.007 -0.090 -0.057
O 1.76323 -2.65280 1.52202 -0.043 -0.123 -0.050
O -4.31012 -0.49634 0.67014 0.010 -0.055 -0.004
O -5.86563 1.19015 -2.81025 -0.010 0.018 0.005
O 1.06753 -2.32948 -1.04036 -0.029 -0.203 -0.167
N -3.56652 2.03864 0.17441 -0.007 0.005 0.033
N -1.77423 1.08980 -4.50862 0.046 -0.003 -0.025
N -2.42125 -0.78483 -3.09526 -0.033 0.020 -0.067
N -0.72286 -1.08934 -4.80490 0.012 0.047 -0.029
N -4.25968 1.32851 -0.77861 -0.050 -0.035 -0.060
C 5.03200 1.48235 -0.72886 -0.014 0.000 -0.002
C 5.06200 2.84457 1.32108 -0.024 0.012 0.047
C 2.83308 -0.85946 4.31616 0.002 0.055 0.016
C 1.73469 -3.42024 -0.71678 0.015 0.145 0.215
C -6.21039 -0.95393 -3.70717 0.030 -0.033 0.016
C -2.29068 5.23336 -1.62280 0.003 0.005 -0.002
C 2.85194 -4.69500 1.02914 -0.005 0.016 -0.015
C 1.12485 1.48252 5.55662 -0.019 -0.024 0.009
C 3.19952 -5.68651 0.10102 -0.016 0.036 -0.017
C -4.55058 0.06537 -0.39142 0.056 0.038 -0.014
C -5.05923 -2.11630 -1.47438 -0.002 0.021 0.001
C -1.20022 0.13211 -5.44678 -0.005 -0.025 0.054
C 3.01830 1.29726 2.41489 0.034 0.036 0.025
C -1.79166 -1.72554 -4.10174 0.015 0.004 -0.003
C 0.29413 2.29810 6.31081 -0.021 0.012 -0.013
C 0.43302 -0.82394 -3.93157 0.039 -0.065 0.037
C -2.86330 0.48891 -3.81220 0.010 -0.048 0.036
C 4.22291 -2.54897 6.04506 0.016 0.003 -0.010
C -6.07459 -2.33027 -3.63259 -0.005 0.011 -0.023
C 4.58171 3.13741 2.56662 0.000 -0.035 -0.062
C -1.21004 2.49838 4.44446 0.010 -0.008 -0.021
C 2.07665 -4.42383 -1.61193 0.003 -0.038 -0.006
C 4.48242 0.47294 -1.46083 -0.044 -0.008 0.042
C -5.15644 -0.72658 -1.53601 -0.058 -0.070 0.010
C -1.47766 -0.49074 -1.96550 0.080 0.036 -0.016
C -5.49445 -2.92360 -2.51512 0.008 -0.026 0.004
C 3.35923 -0.23214 -0.96680 0.065 0.023 -0.025
C 2.80529 -5.55629 -1.21666 0.004 0.003 0.012
C -0.87012 2.81142 5.75283 0.008 0.008 0.020
C 3.43593 1.02013 1.07396 -0.014 -0.010 0.016
C -5.74787 -0.13937 -2.66949 -0.022 0.040 -0.011
C -0.76983 1.62907 -3.57858 0.031 0.019 -0.009
C 2.84976 -2.69077 5.88802 -0.009 -0.020 -0.017
C 4.90035 -1.57324 5.33092 -0.005 -0.006 0.008
C 2.80774 0.01549 0.26751 0.021 -0.010 -0.072
C -3.13084 3.15422 -0.21637 0.051 0.079 0.031
C 0.79771 1.17343 4.23717 0.087 0.021 0.088
C -2.31680 5.64628 -0.16065 0.007 -0.004 0.004
C 4.51531 1.78697 0.55476 0.030 0.041 -0.007
C 2.11956 -3.57515 0.65555 -0.030 0.049 0.015
C 4.20898 -0.72835 4.47132 -0.018 0.013 -0.025
C -0.38273 1.67682 3.69185 -0.012 0.017 0.005
C 3.56238 2.33931 3.12209 -0.014 -0.009 0.012
C 2.16257 -1.86094 5.01944 0.008 -0.002 0.006
H -2.12400 2.87937 4.00665 0.003 -0.003 0.002
H -0.36580 0.59904 -5.96974 0.003 0.010 0.001
H -1.42974 -2.59654 -3.55602 0.001 -0.009 0.019
H 4.99623 3.95778 3.13941 0.001 -0.002 -0.004
H 2.31786 -3.46774 6.42235 0.001 0.003 0.004
H -1.96913 -0.13631 -6.17596 -0.003 0.003 0.001
H -3.64555 0.18345 -4.50706 -0.021 0.002 0.000
H -1.28321 4.93439 -1.91475 0.001 0.000 0.000
H 4.76478 -3.21086 6.70906 -0.003 0.003 0.002
H -3.26007 6.13406 0.08620 -0.002 -0.002 -0.002
H -2.62377 6.04171 -2.27400 -0.003 0.003 0.001
H 0.55434 2.53077 7.33625 -0.003 0.001 -0.002
H 3.21928 2.54227 4.13017 -0.002 -0.004 0.001
H -6.42819 -2.94589 -4.45136 -0.001 0.006 0.004
H -3.27555 1.14392 -3.04586 0.023 0.021 -0.008
H 2.90737 -0.98651 -1.60288 0.005 -0.007 -0.013
H -6.66569 -0.47850 -4.56725 -0.002 0.001 0.006
H -1.21718 -1.43862 -1.49315 0.003 0.005 0.015
H -0.01264 2.16732 -4.15469 -0.008 -0.006 -0.007
H -1.49216 6.31774 0.07884 -0.007 0.001 -0.005
H 1.09764 -1.99905 4.87013 0.002 -0.001 -0.002
H -5.33838 1.58782 -2.04823 0.021 -0.039 0.006
H 0.78684 -1.75827 -3.49568 -0.001 -0.021 0.010
H 2.02480 1.06906 5.99776 -0.001 0.014 -0.009
H -2.00413 0.13301 -1.23996 0.013 -0.017 -0.022
H 5.97323 -1.46997 5.43706 -0.004 0.003 -0.007
H -2.58808 -2.01279 -4.79036 -0.008 0.001 0.002
H 4.74441 0.02848 3.91200 0.004 -0.005 0.009
H 1.24345 -0.41914 -4.54240 -0.008 0.002 -0.002
H -1.26193 2.35528 -2.92763 -0.001 -0.011 0.005
H -3.26928 -1.21350 -2.70282 -0.009 -0.022 0.023
H 5.86709 2.06182 -1.10723 0.001 -0.005 0.002
H 4.88554 0.22400 -2.43609 0.000 -0.002 -0.002
H 5.87200 3.42549 0.89271 0.000 0.000 0.009
H -0.66698 1.41331 2.67909 0.004 -0.006 -0.018
H -4.61574 -2.53064 -0.57633 -0.007 -0.003 -0.004
H -1.51895 3.44694 6.34306 0.002 -0.007 0.000
H -5.39574 -3.99962 -2.45283 0.001 0.009 0.002
```
Forces are in eV/Å.

# 2
Density functional theory data (ωB97M-V/def2-TZVPD) for one molecule with the formula C4H3N3O in a non-equilibrium geometry.

Computed properties:
**Charge**: 0
**Calculated total energy**: -393.5568 hartree
**Molar mass**: 109.1 g/mol
**Highest occupied orbital energy**: -9.7 eV

```
11
Properties=species:S:1:pos:R:3:forces:R:3
O -2.13964 -0.38772 0.79192 4.714 1.131 -4.392
N -0.36329 -0.94891 -0.82136 0.720 -2.057 0.865
N 0.80471 -1.42515 -0.56247 -2.701 3.079 0.577
N 1.48992 0.55647 0.61270 -1.277 3.766 -1.800
C -0.72496 1.33872 -0.40442 5.704 -2.281 1.326
C 1.45595 -0.67636 0.52995 -3.437 0.106 -4.426
C -1.18405 -0.07679 -0.02653 -1.711 0.255 3.066
C 0.73671 1.53181 -0.26051 -5.167 -4.238 2.803
H 2.08456 -1.25189 0.98655 3.594 -3.251 3.449
H -1.48343 1.96613 -0.71963 -0.898 1.763 -0.735
H 1.29479 2.40632 -0.23535 0.458 1.728 -0.733
```
Forces are in eV/Å.

# 3
Density functional theory data (ωB97M-V/def2-TZVPD) for a 2-piece molecular cluster, C4H8NS overall in a non-equilibrium geometry.

Computed properties:
**Charge**: +1
**Calculated total energy**: -609.7381 hartree
**Molar mass**: 102.2 g/mol
**Highest occupied orbital energy (alpha / beta)**: -13.3 / -13.3 eV

```
14
Properties=species:S:1:pos:R:3:forces:R:3
S -1.01448 1.46158 -0.00479 -0.107 -0.491 -0.295
N -0.91957 -0.91520 -0.30999 0.276 -0.782 -0.368
C 1.46178 -0.00231 -0.20428 0.461 -0.067 -0.254
C -2.08309 -0.03365 -0.05076 -0.852 0.952 0.283
C 2.32020 0.99786 -0.03353 -0.236 -0.244 -0.149
C 0.07456 0.06182 0.19965 0.198 0.018 4.245
H 0.07931 -0.29387 2.02138 -0.170 0.400 -3.545
H -0.78529 -1.05652 -1.32147 -0.053 0.072 0.117
H 1.78466 -0.94491 -0.63215 0.083 -0.075 0.003
H 2.02358 1.92851 0.41945 -0.078 0.239 0.090
H -2.51249 -0.23304 0.93225 0.159 -0.192 -0.105
H -2.84926 -0.03631 -0.82365 0.170 -0.149 0.025
H 3.35010 0.90761 -0.33360 0.115 -0.055 -0.039
H -0.93000 -1.84158 0.14149 0.034 0.375 -0.006
```
Forces are in eV/Å.

# 4
Density functional theory data (ωB97M-V/def2-TZVPD) for C45H39GaN6O2S2Si as an isolated structure.

Computed properties:
**Charge**: 0
**Calculated total energy**: -5227.9021 hartree
**Molar mass**: 857.8 g/mol
**Highest occupied orbital energy**: -8.4 eV

```
96
Properties=species:S:1:pos:R:3:forces:R:3
Ga -0.12837 -0.53498 -0.40889 0.018 0.198 -0.049
S 3.17691 -2.10997 -0.29068 -0.167 -0.145 -0.094
S -0.59185 -2.80444 -1.73650 0.289 -0.145 -0.038
Si -0.42129 -0.25987 2.73494 0.114 0.034 0.068
O 4.07288 -1.21810 -0.96381 0.037 0.016 0.026
O 3.24094 -2.19130 1.14377 0.026 0.109 0.055
N -10.19070 2.94311 2.15682 0.119 -0.037 -0.050
N 1.35622 4.13853 -9.14120 -0.015 -0.039 0.076
N 1.61063 -1.82299 -0.74140 0.015 -0.057 0.067
N -4.43101 0.73564 -0.66136 -0.113 0.055 -0.053
N -2.31189 0.16877 -0.81183 -0.092 -0.199 -0.033
N 0.93725 1.17031 0.73958 -0.069 0.108 -0.099
C 3.22316 -3.72525 -1.00749 -0.035 -0.036 -0.035
C -0.32997 -1.50279 6.71272 0.019 0.005 -0.036
C 2.77010 -6.13572 -2.21970 0.002 0.035 0.014
C -3.24014 0.03170 2.90935 -0.055 -0.022 0.541
C -2.04958 2.06648 3.33004 0.000 -0.093 -0.028
C -3.23989 0.64795 -0.02144 0.063 0.247 -0.132
C 0.64415 1.62673 -4.43157 -0.038 -0.061 0.103
C 1.02623 2.91842 -6.87597 0.001 0.086 -0.148
C -0.00883 1.17751 -5.58354 0.008 -0.005 0.012
C -8.00143 0.96994 0.25840 -0.042 -0.100 -0.021
C 1.72881 -5.21761 -2.14721 -0.005 -0.083 -0.037
C 0.08730 -1.00891 4.37267 -0.078 -0.039 0.162
C -4.45632 2.05061 3.39768 0.200 -0.094 0.281
C 0.89597 -2.14702 6.80682 -0.036 0.020 -0.005
C 0.02243 2.32143 0.51275 0.188 -0.020 0.099
C -4.44843 0.69271 3.09835 0.111 -0.059 0.264
C 1.97450 -4.00360 -1.53615 -0.085 0.144 0.026
C -9.21531 2.57114 1.67517 0.080 -0.061 -0.053
C 2.87746 2.76508 0.66582 -0.062 0.027 0.024
C -5.64340 1.20972 -0.08581 0.169 -0.036 -0.123
C 1.71916 -2.23074 5.69129 -0.022 0.007 0.005
C 1.69236 3.36713 -5.73865 0.046 0.036 0.024
C -6.82468 0.51882 -0.31285 -0.080 -0.014 -0.024
C 0.56883 3.65510 1.01396 0.057 -0.055 -0.018
C -7.99009 2.10072 1.07027 -0.098 0.133 0.106
C 4.27022 -4.62062 -1.07183 0.039 0.069 0.051
C 1.02703 0.81525 2.17596 -0.010 0.129 -0.060
C 1.21069 3.59707 -8.13721 -0.001 -0.079 0.124
C -6.79853 2.78393 1.30038 -0.061 0.010 -0.135
C -2.92388 -0.08179 -2.02537 0.028 0.141 0.103
C -0.72902 -0.93855 5.50635 0.138 -0.024 0.020
C 1.93518 3.93507 0.39069 -0.017 -0.032 0.006
C -5.62529 2.34275 0.71454 -0.049 0.097 -0.235
C -4.23499 0.26459 -1.95067 0.008 -0.044 0.094
C 1.31652 -1.66850 4.48887 -0.011 -0.050 -0.089
C -0.60899 -1.41430 1.32548 -0.060 -0.087 -0.128
C 0.24159 0.43032 -2.10251 -0.080 -0.145 0.093
C 0.17798 1.81679 -6.79506 -0.022 -0.043 -0.013
C -3.25401 2.73683 3.51614 -0.057 -0.038 0.008
C 0.42736 0.97567 -3.16757 0.056 0.112 -0.231
C -2.01486 0.70486 3.01549 -0.094 0.010 0.178
C 2.27302 1.46302 0.15786 -0.085 -0.010 0.091
C 1.50329 2.72449 -4.52918 0.015 0.011 0.017
C 4.02470 -5.83924 -1.69089 -0.029 -0.080 -0.052
C 1.04012 -2.85893 -1.33568 0.040 0.053 0.009
H 5.24385 -4.38626 -0.65944 -0.057 0.010 -0.009
H -6.81496 -0.37551 -0.92223 -0.018 0.009 0.018
H -5.38185 0.14981 3.01146 -0.019 0.010 -0.017
H 1.81620 4.05657 -0.69307 0.007 0.006 0.038
H -0.66010 0.31646 -5.51563 -0.006 0.013 -0.011
H -6.79980 3.66444 1.92842 0.000 0.009 -0.025
H 1.96616 -1.76447 3.62223 -0.006 0.009 0.039
H -0.14832 4.43777 0.75844 -0.007 0.028 0.002
H 1.90709 0.17329 2.30171 -0.029 0.028 -0.019
H -0.93370 2.09395 0.98580 0.020 -0.016 -0.042
H 2.15091 1.51231 -0.92446 -0.027 -0.010 -0.057
H -0.32777 1.46793 -7.68551 -0.008 -0.007 0.022
H 1.19530 1.68904 2.81449 0.043 -0.007 -0.035
H -2.36566 -0.47219 -2.86117 -0.016 0.024 0.061
H -3.25083 -1.02741 2.66261 -0.005 0.093 0.021
H -4.69526 2.87340 0.87415 -0.087 -0.014 -0.056
H 2.35727 4.21752 -5.81208 -0.009 -0.011 0.022
H 2.35010 4.86743 0.77723 0.003 0.011 -0.014
H 2.67403 -2.73730 5.75765 -0.010 0.008 -0.007
H 0.74650 -5.42798 -2.55192 0.041 -0.017 -0.001
H 4.82254 -6.56800 -1.76309 -0.040 0.012 -0.002
H -5.02746 0.24601 -2.67913 0.024 0.004 0.045
H -1.68658 -0.43268 5.45436 -0.001 0.001 -0.016
H 0.15382 -2.19268 1.43179 -0.055 -0.054 0.012
H -0.97614 -1.43667 7.57957 0.008 -0.003 -0.009
H 3.07466 2.69851 1.74057 0.025 -0.013 -0.018
H -1.12122 2.62333 3.42493 -0.047 -0.044 0.001
H -0.14677 2.39068 -0.56394 0.001 -0.033 -0.036
H -5.39623 2.56956 3.54413 0.102 -0.059 0.059
H 0.65918 3.65418 2.10530 -0.014 0.008 -0.024
H -1.58045 -1.90491 1.26430 0.007 0.006 -0.076
H 2.60754 -7.09433 -2.69458 -0.001 0.008 0.002
H -3.25318 3.79326 3.75801 0.001 -0.024 -0.002
H -3.11661 0.91822 1.01916 -0.025 0.065 -0.561
H 2.02468 3.06528 -3.64423 -0.013 0.011 -0.016
H 1.20935 -2.58526 7.74694 -0.013 0.014 -0.027
H -8.92941 0.43890 0.09409 0.024 0.008 -0.014
H 2.92736 0.61804 0.36976 -0.027 0.045 0.030
H 3.84072 2.91253 0.17517 0.018 0.016 0.000
```
Forces are in eV/Å.

Here are the calculated relative energy (zero: lowest compared OMol25 entry of this formula, charge and spin) numbers, same order: 0.000; 4.425; 3.589; 0.000 (eV).